1.
The following is a DFT calculation (wB97M-V/def2-TZVPD) of 2 unconnected molecules or ions with the total composition C3H12N3O.

## Properties
Relative energy (zero: lowest compared OMol25 entry of this formula, charge and spin)   1.448 eV
Charge   +1
E_tot   -9817.3649 eV
E_HOMO   -13.8 eV
Spin multiplicity   1
HOMO-LUMO gap   10.81 eV

CARTESIAN COORDINATES (ANGSTROEM)
N  0.77799  1.58125  2.82933
C  0.89789  0.25337  2.99932
N  0.89537  -0.60387  2.04452
H  1.05160  2.18268  3.59067
H  0.93242  1.96479  1.91104
H  0.95724  -0.06321  4.03710
H  0.93203  -1.53535  2.43970
C  -0.74689  -0.07653  -2.58571
O  -2.06584  -0.33130  -2.98139
C  -0.62718  -0.52393  -1.13492
N  0.77617  -0.38613  -0.64337
H  -0.51683  0.99518  -2.66040
H  -0.02415  -0.62023  -3.19482
H  -2.09448  -0.58307  -3.90930
H  -1.24966  0.07375  -0.47931
H  -0.90641  -1.57055  -1.04525
H  1.13895  0.54273  -0.85642
H  1.39372  -1.05998  -1.09226
H  0.82507  -0.51242  0.44510

Cartesian forces (eV/Å) of the 6 atoms listed first:
0.3908 0.0949 -0.0107
-0.1120 -0.0034 0.0791
-0.0527 -0.0501 -0.0089
-0.1572 -0.0360 -0.0117
-0.1165 0.0400 -0.0046
-0.0147 0.0377 0.0674

Results of the Mulliken charge analysis, in e, for atoms 1 through 8: number 1, N, carries -0.366; number 2, C, carries 0.031; number 3, N, carries -0.639; number 4, H, carries 0.258; number 5, H, carries 0.196; number 6, H, carries 0.319; number 7, H, carries 0.151; number 8, C, carries -0.391



2.
The following is a DFT calculation (wB97M-V/def2-TZVPD) of 2 unconnected molecules or ions with the total composition C3H11NS in a non-equilibrium geometry.

## Properties
Relative energy (zero: lowest compared OMol25 entry of this formula, charge and spin)   0.998 eV
E_tot   -15613.7531 eV
E_HOMO   -8.3 eV
Spin multiplicity   1
HOMO-LUMO gap   9.15 eV

CARTESIAN COORDINATES (ANGSTROEM)
C  0.48607  -1.60501  1.26207
C  0.16863  -0.14008  1.03565
N  -0.63648  0.13225  -0.20357
C  -0.85006  1.58276  -0.43419
H  0.96552  -2.04858  0.40256
H  0.91013  -1.77303  2.22815
H  -0.47636  -2.06694  1.28917
H  -0.28720  0.29030  1.89816
H  1.08925  0.39854  0.79208
H  -1.53068  -0.40391  -0.11786
H  0.27841  -0.32591  -1.32260
H  -1.34424  2.07222  0.42641
H  -1.46291  1.66776  -1.34075
H  0.12879  2.05825  -0.55079
S  0.67586  -0.18398  -2.82303
H  1.88528  0.34535  -2.54146

Cartesian forces (eV/Å) of the 6 atoms listed first:
-1.4180 0.6878 -0.8535
0.9357 0.5531 -1.7191
-0.5404 -0.9768 1.8463
-0.3474 -0.7115 0.3937
0.7057 -0.0912 0.0822
0.7765 -0.1389 0.3194

Results of the Mulliken charge analysis, in e, for atoms 1 through 8: number 1, C, carries -1.183; number 2, C, carries -0.481; number 3, N, carries -0.351; number 4, C, carries -0.891; number 5, H, carries 0.332; number 6, H, carries 0.375; number 7, H, carries 0.297; number 8, H, carries 0.432



3.
The following is a DFT calculation (wB97M-V/def2-TZVPD) of a molecular structure, C41H46IN3O4PPdTe in a non-equilibrium geometry.

## Properties
Relative energy (zero: lowest compared OMol25 entry of this formula, charge and spin)   1.290 eV
Charge   +1
E_tot   -84082.4989 eV
E_HOMO   -9.6 eV
Spin multiplicity   1
HOMO-LUMO gap   6.48 eV

CARTESIAN COORDINATES (ANGSTROEM)
Pd  -1.43507  0.81510  -0.73180
C  5.07413  1.69657  2.70648
C  3.89199  1.45885  1.79270
C  4.03584  1.36623  0.41425
C  2.97338  1.13272  -0.44675
C  3.26072  1.04761  -1.91655
O  2.47691  1.40380  -2.77241
C  4.60209  0.50430  -2.35396
C  5.22815  -0.54848  -1.69227
C  6.41125  -1.08297  -2.18566
C  6.97504  -0.56545  -3.34362
C  6.35408  0.48652  -4.00854
C  5.16649  1.00914  -3.52089
C  1.64024  0.98732  0.06111
O  0.70891  0.64020  -0.76757
C  1.47576  1.13876  1.47875
C  2.60961  1.34480  2.28510
C  0.17015  1.10803  2.16538
N  -0.93567  1.22934  1.53385
C  -2.23384  1.11203  2.20024
C  -2.66029  -0.35131  2.29806
Te  -2.29676  -1.41020  0.46105
C  -0.59026  -2.39399  1.17361
C  -0.74773  -3.28405  2.23325
C  0.36831  -3.91520  2.76386
C  1.62989  -3.64954  2.24125
C  1.77115  -2.77894  1.16736
C  0.65594  -2.15596  0.61300
C  0.18055  0.94943  3.66331
C  -0.09588  2.02479  4.50147
C  -0.20476  1.83215  5.87236
C  -0.02711  0.56427  6.41356
C  0.29116  -0.50294  5.58281
C  0.39207  -0.31152  4.20992
H  6.00347  1.74449  2.13916
H  5.17164  0.89677  3.44295
H  4.97160  2.63324  3.25811
H  5.02564  1.49702  -0.01187
H  4.77939  -0.96549  -0.79832
H  6.89263  -1.90277  -1.66703
H  7.89503  -0.98469  -3.73183
H  6.79305  0.89145  -4.91191
H  4.66352  1.81819  -4.03555
H  2.46776  1.43987  3.35561
H  -2.95158  1.65191  1.58392
H  -2.24768  1.55780  3.19594
H  -3.72339  -0.43143  2.52628
H  -2.09592  -0.88044  3.06482
H  -1.72936  -3.48521  2.64911
H  0.25252  -4.61080  3.58656
H  2.50247  -4.12685  2.67038
H  2.75230  -2.56996  0.75818
H  0.76619  -1.48261  -0.22829
H  -0.21311  3.01810  4.07982
H  -0.42882  2.67224  6.51908
H  -0.13144  0.41052  7.48059
H  0.46934  -1.48589  6.00247
H  0.64299  -1.14252  3.55582
N  -5.99118  -0.12561  -2.02530
C  -5.92699  1.33484  -1.84735
C  -4.75809  1.72964  -0.96554
N  -3.46101  1.34399  -1.54228
H  -6.81158  -0.37123  -2.56890
H  -6.09998  -0.58443  -1.12574
H  -4.84004  -1.32104  -3.01348
H  -6.84386  1.74759  -1.42046
H  -5.79107  1.78005  -2.83498
H  -4.85574  1.26091  0.01713
H  -4.77947  2.80903  -0.81735
H  -3.22414  1.93569  -2.32719
H  -3.51956  0.40372  -1.94275
C  0.73899  3.57965  -1.48817
P  -0.95686  3.02252  -1.27690
C  -1.47431  3.99537  0.16480
C  -1.85012  3.86607  -2.61809
H  0.71946  4.66315  -1.61908
H  1.20356  3.08909  -2.34282
H  1.32088  3.32278  -0.60416
H  -1.32242  5.05733  -0.03891
H  -0.86931  3.69669  1.01793
H  -2.52440  3.81848  0.40281
H  -1.48866  4.89301  -2.66403
H  -2.92493  3.88618  -2.43095
H  -1.66130  3.38260  -3.57831
I  -0.10093  -7.61847  -2.24852
C  -1.09154  -5.82267  -2.57006
C  -2.43242  -5.83609  -2.93781
C  -3.09825  -4.63391  -3.13000
C  -2.42206  -3.43110  -2.96048
C  -1.07175  -3.43156  -2.62720
C  -0.40196  -4.62617  -2.41902
C  -3.11114  -2.11571  -3.00894
O  -4.40362  -2.16022  -3.29588
O  -2.52088  -1.08888  -2.72537
H  -2.95355  -6.77503  -3.06650
H  -4.14414  -4.62848  -3.40600
H  -0.54481  -2.48806  -2.54799
H  0.64451  -4.62412  -2.14292

Cartesian forces (eV/Å) of the 6 atoms listed first:
0.1610 1.7517 -0.8470
-0.1569 -0.0043 -0.0789
0.1733 0.1154 0.0226
0.1550 0.0469 -0.0249
-0.0602 -0.1156 -0.1029
0.1939 -0.1670 0.0691

Results of the Mulliken charge analysis, in e, for atoms 1 through 8: number 1, Pd, carries -0.106; number 2, C, carries -1.720; number 3, C, carries 0.163; number 4, C, carries -0.856; number 5, C, carries 1.559; number 6, C, carries -0.044; number 7, O, carries -0.664; number 8, C, carries 0.214



What did the first record say?
The following is a DFT calculation (wB97M-V/def2-TZVPD) of 2 unconnected molecules or ions with the total composition C3H12N3O.

## Properties
Relative energy (zero: lowest compared OMol25 entry of this formula, charge and spin)   1.448 eV
Charge   +1
E_tot   -9817.3649 eV
E_HOMO   -13.8 eV
Spin multiplicity   1
HOMO-LUMO gap   10.81 eV

CARTESIAN COORDINATES (ANGSTROEM)
N  0.77799  1.58125  2.82933
C  0.89789  0.25337  2.99932
N  0.89537  -0.60387  2.04452
H  1.05160  2.18268  3.59067
H  0.93242  1.96479  1.91104
H  0.95724  -0.06321  4.03710
H  0.93203  -1.53535  2.43970
C  -0.74689  -0.07653  -2.58571
O  -2.06584  -0.33130  -2.98139
C  -0.62718  -0.52393  -1.13492
N  0.77617  -0.38613  -0.64337
H  -0.51683  0.99518  -2.66040
H  -0.02415  -0.62023  -3.19482
H  -2.09448  -0.58307  -3.90930
H  -1.24966  0.07375  -0.47931
H  -0.90641  -1.57055  -1.04525
H  1.13895  0.54273  -0.85642
H  1.39372  -1.05998  -1.09226
H  0.82507  -0.51242  0.44510

Cartesian forces (eV/Å) of the 6 atoms listed first:
0.3908 0.0949 -0.0107
-0.1120 -0.0034 0.0791
-0.0527 -0.0501 -0.0089
-0.1572 -0.0360 -0.0117
-0.1165 0.0400 -0.0046
-0.0147 0.0377 0.0674

Results of the Mulliken charge analysis, in e, for atoms 1 through 8: number 1, N, carries -0.366; number 2, C, carries 0.031; number 3, N, carries -0.639; number 4, H, carries 0.258; number 5, H, carries 0.196; number 6, H, carries 0.319; number 7, H, carries 0.151; number 8, C, carries -0.391



Question: Which value of relative energy (zero: lowest compared OMol25 entry of this formula, charge and spin) does entry 3 give?
Answer: 1.290 eV



Question: What is the E_HOMO in the first record?
Answer: -13.8 eV